Record 1
The following is a DFT calculation (the ωB97M-V functional and the def2-TZVPD basis) of C26H23BrN3O5PPt as an isolated structure in a non-equilibrium geometry.

Calculated values
Total charge = 0
Total energy = -124619.2732 eV

Last column: natural (NBO) charge in e.
Cartesian coordinates (Å):
Pt: 0.019 0.512 0.194  1.2721
C: 1.469 4.236 -5.052  -0.1863
C: 1.045 2.978 -5.448  -0.2245
C: 0.784 1.996 -4.503  -0.1389
C: 0.935 2.286 -3.148  -0.3753
C: 1.368 3.546 -2.751  -0.1792
C: 1.630 4.519 -3.704  -0.2005
P: 0.354 0.986 -2.008  1.2274
C: 0.507 -0.595 -2.852  -0.4340
C: 1.717 -0.943 -3.444  -0.1540
C: 1.878 -2.209 -3.982  -0.2023
C: 0.839 -3.126 -3.920  -0.1731
C: -0.364 -2.783 -3.317  -0.2261
C: -0.530 -1.520 -2.777  -0.0921
C: -1.413 1.461 -1.880  -0.3416
C: -2.341 2.090 -2.692  -0.1924
C: -3.591 2.380 -2.160  -0.2253
C: -3.887 2.062 -0.839  -0.1746
C: -2.948 1.465 0.000  -0.2676
C: -1.704 1.185 -0.537  -0.0955
H: 1.681 4.994 -5.794  0.2208
H: 0.918 2.751 -6.498  0.2223
H: 0.457 1.015 -4.820  0.2272
H: 1.501 3.776 -1.711  0.2305
H: 1.964 5.499 -3.389  0.2220
H: 2.546 -0.246 -3.455  0.2326
H: 2.826 -2.486 -4.421  0.2228
H: 0.971 -4.119 -4.327  0.2177
H: -1.166 -3.505 -3.245  0.2200
H: -1.465 -1.260 -2.296  0.2107
H: -2.100 2.339 -3.719  0.2262
H: -4.341 2.865 -2.771  0.2218
H: -4.867 2.300 -0.444  0.2199
H: -3.208 1.268 1.032  0.2037
N: -0.804 -0.107 2.034  -0.6080
N: -0.515 -1.468 2.245  -0.5210
C: -0.199 -2.227 1.072  0.8718
O: -0.217 -3.428 1.154  -0.6146
O: 0.152 -1.529 0.018  -0.7406
H: -0.328 0.512 2.696  0.4180
H: -1.805 0.057 2.073  0.3852
H: -1.093 -1.945 2.918  0.3981
C: 1.078 3.277 0.642  -0.2488
O: 0.377 2.187 1.169  -0.7460
H: 1.404 3.873 1.499  0.1897
H: 0.423 3.901 0.025  0.1516
H: 1.967 2.953 0.092  0.1775
Br: 1.386 -0.319 5.209  0.0295
C: 2.420 -1.110 3.827  -0.1196
C: 3.213 -2.213 4.090  0.0090
N: 3.931 -2.811 3.143  -0.4023
C: 3.843 -2.329 1.905  0.0853
C: 3.077 -1.224 1.549  -0.1865
C: 2.366 -0.587 2.553  -0.1867
C: 2.988 -0.769 0.109  0.7846
O: 3.524 -1.422 -0.772  -0.6358
O: 2.306 0.317 -0.092  -0.8491
H: 3.277 -2.619 5.093  0.2008
H: 4.403 -2.841 1.132  0.2190
H: 1.807 0.314 2.338  0.2243


Record 2
The following is a DFT calculation (the ωB97M-V functional and the def2-TZVPD basis) of C26H23Cl2F6N4O13P2S2Ti as an isolated structure.

Calculated values
Total charge = +1
Total energy = -164632.0529 eV

Last column: Mulliken charge in e.
Cartesian coordinates (Å):
Ti: -0.061 0.111 0.079  -0.8894
C: 4.271 0.936 -0.424  -0.4971
O: 3.985 -0.438 -0.881  -0.4378
C: 2.701 -0.589 -0.745  -0.4621
N: 1.989 0.425 -0.386  1.1390
C: 2.887 1.614 -0.424  -0.7088
C: 2.667 2.425 -1.684  0.5978
C: 2.694 3.812 -1.612  -0.3740
C: 2.637 4.570 -2.774  -0.8412
C: 2.554 3.948 -4.010  -0.5923
C: 2.516 2.562 -4.085  -0.8354
C: 2.568 1.805 -2.927  -0.1505
C: 2.012 -1.831 -1.136  0.4415
C: 2.542 -2.949 -1.744  -0.4435
C: 1.651 -3.940 -2.150  -0.9983
C: 0.287 -3.789 -1.941  -0.5563
C: -0.139 -2.636 -1.306  0.0450
N: 0.708 -1.695 -0.924  0.6641
C: -1.514 -2.261 -0.935  0.0555
N: -1.738 -1.139 -0.349  1.0949
C: -3.141 -1.229 0.178  0.1236
C: -3.708 -2.345 -0.704  -0.4125
O: -2.515 -3.068 -1.154  -0.4517
C: -3.923 0.060 0.247  -0.0309
C: -4.843 0.447 -0.718  -0.4597
C: -5.560 1.626 -0.578  -0.8923
C: -5.370 2.433 0.532  -0.5689
C: -4.460 2.050 1.510  -1.1737
C: -3.744 0.871 1.366  0.1095
H: 4.956 1.369 -1.145  0.3822
H: 4.721 0.852 0.562  0.1587
H: 2.721 2.229 0.457  0.8370
H: 2.742 4.297 -0.647  0.4407
H: 2.658 5.649 -2.709  0.4433
H: 2.517 4.541 -4.914  0.4431
H: 2.444 2.071 -5.047  0.4328
H: 2.531 0.724 -3.008  0.3129
H: 3.608 -3.037 -1.899  0.6936
H: 2.026 -4.833 -2.632  0.5169
H: -0.427 -4.542 -2.244  0.6880
H: -3.029 -1.611 1.196  0.2781
H: -4.210 -1.987 -1.600  0.4521
H: -4.335 -3.047 -0.166  0.2915
H: -5.000 -0.142 -1.611  0.2104
H: -6.265 1.915 -1.344  0.4226
H: -5.941 3.345 0.645  0.4479
H: -4.353 2.639 2.416  0.8069
H: -3.063 0.568 2.146  0.2634
O: -1.618 3.774 1.665  -0.5449
P: -0.611 3.101 0.675  0.3888
O: 0.732 3.656 0.683  -0.5631
O: -0.632 1.543 1.023  0.2491
O: -1.391 3.153 -0.727  -0.2708
P: -1.413 2.125 -1.968  0.1845
O: -0.600 2.871 -3.089  -0.3255
O: -2.754 1.698 -2.340  -0.5777
O: -0.418 1.008 -1.483  0.9476
H: -2.544 3.522 1.518  0.3508
H: -1.159 3.131 -3.833  0.3431
Cl: 3.406 1.226 2.800  -0.0740
C: 4.071 -0.309 3.365  -0.4165
Cl: 4.072 -1.517 2.060  -0.0767
H: 3.428 -0.681 4.153  0.2693
H: 5.091 -0.149 3.691  0.5172
F: -2.395 -1.468 3.432  -0.2447
C: -1.367 -0.828 4.000  0.5925
F: -1.332 -1.110 5.286  -0.1852
F: -1.522 0.481 3.827  -0.2035
S: 0.199 -1.374 3.206  1.1467
O: 0.005 -0.970 1.785  -0.0934
O: 1.229 -0.670 3.886  -0.7163
N: 0.221 -2.883 3.428  -0.6835
S: -0.220 -4.077 2.476  1.0928
O: -0.805 -5.122 3.237  -0.6409
O: -0.868 -3.626 1.272  -0.5743
C: 1.434 -4.710 1.920  0.5648
F: 1.798 -4.061 0.797  -0.0138
F: 2.366 -4.515 2.833  -0.2184
F: 1.339 -6.001 1.644  -0.2410


Record 3
The following is a DFT calculation (the ωB97M-V functional and the def2-TZVPD basis) of a 16-piece molecular cluster, C26H23Cl60N4O overall in a non-equilibrium geometry.

Calculated values
Total charge = +1
Total energy = -786677.1836 eV

Last column: Mulliken charge in e.
Cartesian coordinates (Å):
C: 4.045 -0.594 -2.229  -0.8798
C: 5.146 -0.038 -1.413  0.5992
O: 6.280 -0.026 -1.829  -0.6687
N: 4.809 0.519 -0.200  -0.2117
C: 5.841 0.367 0.845  -1.1349
C: 6.804 1.533 0.782  0.0070
C: 6.583 2.593 1.856  -1.2878
C: 6.266 3.971 1.312  -0.7307
C: 7.436 4.720 0.685  0.4768
C: 7.281 6.211 0.794  -1.7902
N: 6.233 6.728 -0.101  -0.1702
C: 6.353 6.280 -1.344  0.1469
N: 5.412 6.481 -2.226  -0.1470
N: 7.464 5.560 -1.708  -0.4285
C: 7.616 4.382 -0.829  -0.0249
C: 8.945 3.717 -1.066  -1.6788
H: 3.092 -0.567 -1.732  0.6083
H: 3.964 -0.041 -3.144  -0.1021
H: 4.241 -1.611 -2.491  0.2072
H: 3.979 0.030 0.104  0.3403
H: 5.333 0.325 1.789  0.6164
H: 6.373 -0.558 0.712  0.3185
H: 7.788 1.118 0.901  0.4502
H: 6.741 1.916 -0.217  -0.1176
H: 7.458 2.654 2.483  0.4376
H: 5.771 2.306 2.494  0.5755
H: 5.930 4.563 2.152  0.4384
H: 5.415 3.913 0.649  0.1108
H: 8.323 4.449 1.227  1.0093
H: 7.057 6.523 1.795  0.6102
H: 8.219 6.661 0.526  0.3948
H: 5.337 6.413 0.269  0.3729
H: 5.607 6.565 -3.207  0.2498
H: 4.450 6.498 -1.929  0.2800
H: 8.311 6.109 -1.783  0.3198
H: 6.810 3.722 -1.073  0.5360
H: 8.881 2.687 -0.788  0.3373
H: 9.697 4.169 -0.448  0.4582
H: 9.217 3.779 -2.105  0.4444
C: 2.609 -4.147 -0.961  0.0483
Cl: 2.695 -2.939 0.335  -0.0255
Cl: 4.201 -4.870 -1.169  -0.0962
Cl: 1.453 -5.402 -0.523  0.0685
Cl: 2.132 -3.370 -2.490  -0.0350
C: -1.431 -2.622 0.692  0.3000
Cl: -2.988 -1.892 0.298  -0.0693
Cl: -0.488 -2.930 -0.767  -0.0103
Cl: -0.500 -1.541 1.753  -0.1511
Cl: -1.708 -4.152 1.523  -0.0311
C: -4.381 1.127 2.696  0.1163
Cl: -4.287 2.351 3.962  -0.0773
Cl: -2.771 0.479 2.373  0.0044
Cl: -5.401 -0.203 3.257  0.0256
Cl: -5.063 1.841 1.234  -0.0871
C: -8.255 1.986 -4.443  0.3168
Cl: -6.901 0.867 -4.305  -0.0393
Cl: -9.534 1.522 -3.326  -0.0603
Cl: -7.732 3.625 -4.050  -0.1105
Cl: -8.877 1.944 -6.094  -0.0994
C: 1.704 0.917 -5.205  0.3530
Cl: 0.311 1.845 -5.752  -0.1135
Cl: 2.806 0.610 -6.537  -0.0598
Cl: 2.565 1.824 -3.952  -0.1044
Cl: 1.181 -0.625 -4.519  -0.0675
C: 6.499 -0.881 -6.080  0.3243
Cl: 8.019 -1.286 -6.878  -0.1017
Cl: 5.925 0.690 -6.655  -0.1185
Cl: 5.293 -2.116 -6.447  -0.0986
Cl: 6.736 -0.799 -4.333  0.0252
C: -7.559 -4.093 3.567  0.2186
Cl: -7.719 -2.463 4.236  -0.0332
Cl: -5.944 -4.278 2.875  -0.0563
Cl: -7.781 -5.268 4.865  -0.1079
Cl: -8.788 -4.375 2.338  -0.0234
C: -11.893 -2.439 0.431  0.2451
Cl: -11.642 -1.682 -1.142  0.0115
Cl: -13.525 -2.062 0.982  -0.0984
Cl: -11.726 -4.193 0.262  -0.1264
Cl: -10.733 -1.867 1.631  -0.0271
C: 1.988 5.795 -2.291  0.3902
Cl: 0.735 6.595 -1.349  -0.0697
Cl: 1.271 4.642 -3.403  -0.0254
Cl: 2.920 6.999 -3.186  -0.1611
Cl: 3.076 4.912 -1.189  -0.1113
C: 0.956 -8.394 1.854  0.2335
Cl: -0.170 -7.052 2.083  -0.0005
Cl: 0.706 -9.582 3.147  -0.1207
Cl: 0.650 -9.161 0.296  -0.0892
Cl: 2.610 -7.786 1.878  -0.0449
C: 2.907 -6.763 6.293  0.3027
Cl: 1.573 -6.089 7.231  -0.0974
Cl: 2.317 -8.100 5.307  -0.0131
Cl: 3.570 -5.511 5.234  -0.0903
Cl: 4.168 -7.336 7.386  -0.1010
C: -4.225 0.921 7.945  0.2206
Cl: -5.371 2.210 8.323  -0.0825
Cl: -4.333 -0.344 9.170  -0.0735
Cl: -4.597 0.227 6.365  0.0471
Cl: -2.591 1.594 7.922  -0.1135
C: -7.526 -3.074 -5.909  0.2312
Cl: -7.513 -2.263 -7.478  -0.0990
Cl: -9.027 -2.695 -5.064  0.0512
Cl: -7.397 -4.816 -6.142  -0.1025
Cl: -6.159 -2.503 -4.947  -0.0666
C: -12.961 -2.207 -4.948  0.2278
Cl: -14.672 -1.800 -4.829  -0.0991
Cl: -12.544 -2.528 -6.632  -0.0736
Cl: -11.991 -0.846 -4.362  -0.0177
Cl: -12.625 -3.642 -3.980  -0.0588
C: -8.478 -0.914 8.361  0.3241
Cl: -7.727 -0.001 7.050  -0.0488
Cl: -10.156 -0.403 8.553  -0.0979
Cl: -8.424 -2.636 7.980  -0.0812
Cl: -7.589 -0.615 9.858  -0.0902


Short version: energy relative to the best compared isomer or geometry (same formula, charge and spin) = 190.8 0.0 83.2 kJ/mol, in the order given.
Short version: HOMO = -0.326 -0.433 -0.434 hartree, in the order given.